1.
{
  "formula": "C18H28AsCl5IrN2O5",
  "method": "the ωB97M-V functional and the def2-TZVPD basis",
  "total_energy_ha": -5828.7830,
  "lumo_energy_ev": [-4.6380, -8.4474],
  "total_charge": 2,
  "gap_ev": [9.5, 5.8],
  "multiplicity": 6,
  "s_squared": 8.781,
  "elements": ["Ir", "C", "C", "C", "O", "C", "O", "O", "H", "H", "H", "H", "H", "H", "H", "Cl", "C", "C", "C", "Cl", "C", "Cl", "C", "Cl", "C", "Cl", "C", "As", "C", "C", "O", "H", "H", "H", "H", "H", "H", "H", "H", "H", "C", "N", "C", "C", "O", "N", "C", "C", "H", "H", "H", "H", "H", "H", "H", "H", "H", "H", "H", "H"],
  "positions_angstrom": [[-0.42094, 0.57355, -0.41577], [-3.12488, 0.85032, 2.85139], [-1.69087, 0.43909, 2.94935], [-1.13402, 0.03001, 4.27381], [-0.88605, 1.19825, 2.16941], [-1.81467, -1.31878, 1.89091], [-2.33979, -2.08233, 2.60968], [-1.32624, -1.14161, 0.78204], [-3.23368, 1.80009, 3.38511], [-3.77228, 0.11071, 3.31584], [-3.42946, 1.00881, 1.81650], [-1.12413, 0.90752, 4.92807], [-0.11339, -0.34929, 4.18992], [-1.75496, -0.73425, 4.73439], [0.03559, 1.18339, 2.47337], [0.57161, 3.82738, -0.10082], [-1.08061, 3.55529, -0.49557], [-1.52587, 2.23814, -0.67562], [-2.88584, 2.04262, -0.96212], [-3.43727, 0.39997, -1.13011], [-3.78142, 3.08385, -1.07848], [-5.43006, 2.79526, -1.41633], [-3.30277, 4.39435, -0.90278], [-4.37432, 5.69675, -1.04634], [-1.95058, 4.62977, -0.60250], [-1.39594, 6.22438, -0.36584], [0.78035, -2.76069, -3.82687], [-0.64382, -1.90638, -2.90051], [-1.52422, -3.17257, -1.78117], [-1.87122, -1.20492, -4.17444], [0.09522, -0.66082, -1.99390], [0.38990, -3.58432, -4.42284], [1.49207, -3.13615, -3.09480], [1.26267, -2.02987, -4.47241], [-1.88678, -3.99206, -2.40137], [-2.35929, -2.69270, -1.27587], [-0.81568, -3.55061, -1.04719], [-2.19754, -2.02103, -4.81852], [-1.35878, -0.44911, -4.76692], [-2.72679, -0.76501, -3.67021], [1.54964, -1.94873, 1.66496], [2.73574, -1.23091, 1.23211], [3.89638, -1.38993, 2.11832], [2.56976, -0.10663, 0.49581], [1.45275, 0.55309, 0.54009], [3.55997, 0.32549, -0.27231], [3.52363, 1.64350, -0.90799], [4.75246, -0.46738, -0.57411], [1.85531, -2.94090, 1.99172], [0.84766, -2.05630, 0.84277], [1.04493, -1.45606, 2.50243], [3.58903, -1.22896, 3.15383], [4.66772, -0.66526, 1.88237], [4.31276, -2.39212, 2.03024], [2.52804, 2.05811, -0.85480], [3.81270, 1.53464, -1.95160], [4.22764, 2.31786, -0.41949], [4.58153, -1.51440, -0.34727], [5.61832, -0.10562, -0.01994], [4.96079, -0.36650, -1.63762]],
  "forces_ev_per_a": [[-0.152, 0.187, 0.033], [-0.019, -0.071, -0.046], [0.013, 0.082, -0.003], [-0.052, -0.069, -0.018], [0.173, 0.162, 0.195], [0.129, 0.144, -0.166], [-0.052, -0.100, 0.079], [-0.098, -0.010, 0.093], [-0.011, 0.000, 0.003], [-0.003, 0.016, 0.009], [0.015, 0.006, 0.000], [0.005, 0.005, 0.003], [-0.011, 0.019, 0.009], [0.005, 0.015, 0.001], [-0.013, -0.061, 0.007], [-0.018, -0.045, -0.006], [-0.034, -0.080, -0.030], [-0.184, -0.157, 0.052], [0.137, 0.016, -0.029], [-0.014, 0.064, -0.024], [-0.068, 0.063, -0.018], [-0.006, 0.005, -0.003], [0.012, -0.043, 0.000], [-0.049, 0.074, -0.003], [-0.020, 0.031, -0.020], [0.014, 0.045, 0.000], [0.054, -0.023, 0.015], [0.144, 0.083, 0.060], [-0.042, 0.005, 0.071], [0.009, 0.112, -0.035], [0.109, -0.232, -0.217], [0.006, -0.003, -0.006], [0.026, -0.025, -0.022], [0.012, -0.006, -0.012], [-0.004, 0.001, 0.006], [-0.005, -0.015, 0.017], [-0.013, -0.019, 0.010], [-0.008, 0.005, -0.012], [-0.018, -0.001, -0.022], [-0.028, 0.014, 0.017], [0.001, -0.031, 0.038], [-0.087, 0.102, 0.175], [0.063, -0.004, -0.026], [-0.051, 0.080, -0.192], [0.123, -0.448, 0.100], [0.081, 0.130, -0.102], [0.036, -0.060, 0.024], [-0.054, 0.013, -0.033], [0.003, 0.001, -0.005], [0.047, -0.012, 0.001], [0.025, 0.009, 0.017], [-0.040, -0.007, -0.012], [-0.023, 0.002, 0.032], [-0.007, -0.012, -0.030], [-0.074, 0.060, 0.027], [-0.012, 0.000, -0.006], [0.015, -0.015, 0.010], [-0.007, -0.002, 0.002], [0.016, -0.009, -0.004], [0.000, 0.009, -0.004]],
  "nbo_charge": [1.633, -0.691, 0.411, -0.704, -0.671, 0.905, -0.445, -0.708, 0.262, 0.260, 0.234, 0.262, 0.223, 0.272, 0.514, 0.074, -0.041, -0.441, 0.049, 0.035, -0.149, 0.117, -0.028, 0.160, -0.104, 0.124, -0.987, 1.974, -0.995, -0.994, -1.169, 0.270, 0.261, 0.270, 0.273, 0.264, 0.261, 0.271, 0.271, 0.266, -0.394, -0.436, -0.411, 0.817, -0.797, -0.366, -0.418, -0.417, 0.233, 0.210, 0.176, 0.213, 0.224, 0.224, 0.231, 0.222, 0.224, 0.228, 0.222, 0.227]
}

---

2.
{
  "formula": "C15H13N3O4S",
  "method": "the ωB97M-V functional and the def2-TZVPD basis",
  "total_energy_ha": -1442.8182,
  "lumo_energy_ev": 0.0189,
  "de_lowest_kcal_mol": 32.4,
  "gap_ev": 9.7,
  "smiles": "O=C(OCC/N=C1\\NS(=O)(=O)c2ccccc21)c1ccncc1",
  "multiplicity": 1,
  "elements": ["O", "C", "O", "C", "C", "N", "C", "N", "S", "O", "O", "C", "C", "C", "C", "C", "C", "C", "C", "C", "N", "C", "C", "H", "H", "H", "H", "H", "H", "H", "H", "H", "H", "H", "H", "H"],
  "positions_angstrom": [[2.94611, 1.36146, -1.66797], [2.12077, 0.57592, -2.06753], [1.93827, -0.64339, -1.55493], [2.75786, -1.00535, -0.45003], [2.28706, -0.34145, 0.84549], [1.00614, -0.88292, 1.20361], [0.20373, -0.27858, 1.97139], [0.35302, 0.92437, 2.62145], [-1.00371, 1.42965, 3.50347], [-0.65035, 1.53696, 4.88390], [-1.57652, 2.57860, 2.87390], [-1.88568, -0.06805, 3.13000], [-3.14036, -0.45372, 3.54237], [-3.62033, -1.68152, 3.10414], [-2.84973, -2.48473, 2.27374], [-1.58773, -2.08479, 1.86549], [-1.10382, -0.85941, 2.30406], [1.19971, 0.84926, -3.20487], [0.14650, -0.00162, -3.52805], [-0.65561, 0.33967, -4.60624], [-0.47174, 1.42462, -5.33850], [0.52695, 2.23217, -5.02622], [1.39276, 1.99650, -3.97002], [2.66681, -2.08861, -0.37050], [3.79285, -0.71359, -0.65739], [3.01658, -0.56946, 1.63140], [2.26942, 0.74687, 0.69980], [1.14722, 1.51900, 2.46570], [-3.72392, 0.18494, 4.18582], [-4.60067, -2.01154, 3.41175], [-3.24128, -3.43471, 1.94250], [-0.97427, -2.69335, 1.22157], [-0.03406, -0.89376, -2.95102], [-1.48776, -0.28578, -4.90179], [0.63437, 3.10672, -5.65399], [2.20139, 2.66963, -3.73252]],
  "forces_ev_per_a": [[-0.098, -0.113, -0.029], [0.275, 0.191, 0.046], [-0.337, -0.050, -0.192], [0.493, 0.261, 0.549], [0.039, -0.009, -0.235], [-0.361, -0.233, 0.009], [0.425, -0.443, -0.401], [-0.500, -0.001, 0.269], [0.359, 0.261, -0.052], [-0.065, -0.236, 0.051], [-0.145, -0.137, -0.136], [0.769, 0.148, -0.295], [-0.220, 0.085, 0.157], [0.062, 0.222, 0.085], [0.095, -0.017, -0.058], [0.054, 0.203, 0.089], [-0.559, -0.275, 0.119], [-0.267, 0.088, -0.310], [0.201, 0.191, 0.021], [-0.039, -0.251, 0.184], [-0.329, 0.081, -0.391], [0.275, 0.157, 0.136], [-0.036, -0.240, 0.175], [0.024, 0.120, 0.018], [-0.141, -0.112, 0.001], [0.052, 0.036, -0.043], [0.084, -0.048, 0.008], [-0.025, 0.270, 0.118], [-0.125, 0.029, 0.079], [-0.076, -0.006, 0.034], [-0.026, -0.076, -0.027], [0.072, -0.069, -0.072], [-0.039, -0.081, 0.016], [-0.039, -0.109, 0.061], [0.094, 0.093, 0.012], [0.051, 0.069, 0.004]],
  "nbo_charge": [-0.594, 0.784, -0.495, -0.070, -0.282, -0.467, 0.424, -0.862, 2.293, -0.904, -0.906, -0.241, -0.205, -0.191, -0.190, -0.156, -0.090, -0.131, -0.216, 0.032, -0.398, 0.033, -0.209, 0.205, 0.200, 0.210, 0.194, 0.437, 0.237, 0.225, 0.222, 0.242, 0.237, 0.195, 0.196, 0.241]
}